Record 1
Here is a cluster of 3 separate species, C44H72ClF8NO9 in total at a distorted geometry from the OMol25 dataset. Energies are from ωB97M-V/def2-TZVPD.

The LUMO energy comes out at -0.443 eV. Its SMILES is CCC[C@H](C)N1C(=O)c2c(Cl)c(C(F)(F)F)c(CCCC(F)(F)C(F)(F)F)c(CCCCCCCCCCCCOC)c2C1=O.COCCOCCOC.COCCOCCOC. The total charge is 0.

```
135
Properties=species:S:1:pos:R:3:forces:R:3:lowdin_charge:R:1
C 9.245809 -5.105795 -2.372989 0.2 0.5 0.5 -0.1084
C 9.055663 -3.693365 -2.954576 -0.7 -0.8 -0.7 -0.2201
C 7.701755 -3.541174 -3.689912 -0.3 0.2 0.1 -0.1604
C 6.692239 -2.658081 -2.916416 0.7 -0.6 -0.2 -0.3046
C 5.924289 -3.573672 -1.968826 0.3 0.7 0.5 -0.0295
N 5.786503 -1.955730 -3.830903 1.2 0.3 1.1 0.0846
C 6.334129 -1.107241 -4.828628 0.3 0.2 -0.8 -0.3152
O 7.505348 -0.857140 -5.014900 -1.4 -0.5 0.2 0.1241
C 5.092170 -0.549715 -5.496421 1.0 -0.5 1.2 -0.1059
C 4.884781 -0.038121 -6.718728 1.2 0.6 -2.0 -0.4818
Cl 6.255681 0.031974 -7.789439 0.1 -0.1 0.2 0.8032
C 3.626322 0.384178 -7.098814 -0.3 0.4 -0.1 -0.0492
C 3.295441 0.955808 -8.460587 0.2 -0.5 -0.4 -0.5771
F 4.336141 1.208275 -9.249376 0.0 0.1 0.0 0.1037
F 2.518390 0.072270 -9.134367 0.0 0.1 -0.1 0.1343
F 2.606991 2.101501 -8.378468 -0.1 0.3 0.1 0.1538
C 2.583069 0.247848 -6.193350 -1.5 -0.2 -0.1 -0.0728
C 1.161806 0.656854 -6.551407 0.4 1.0 -0.2 -0.0928
C 0.902357 2.143583 -6.136287 -0.4 -0.7 0.0 -0.1213
C -0.011582 2.358317 -4.903496 0.5 0.7 -0.9 -0.0611
C 0.713586 3.119228 -3.823399 -0.8 0.2 -0.2 -0.4494
F 1.874915 2.544498 -3.472121 0.3 -0.3 0.2 0.1338
F -0.075415 3.167686 -2.719374 0.0 0.0 0.2 0.1118
C 1.048660 4.610275 -4.208171 0.8 -0.3 1.0 -0.5453
F 2.319035 4.692520 -4.624163 -0.2 0.0 -0.5 0.1616
F 0.977978 5.371853 -3.110955 -0.3 0.1 -0.1 0.1663
F 0.243766 5.104461 -5.136895 -0.1 0.1 -0.2 0.1812
C 2.787174 -0.299497 -4.930927 -0.7 0.0 0.8 -0.0980
C 1.702557 -0.531844 -3.914898 0.0 -0.5 0.5 -0.1054
C 1.579529 -2.001334 -3.448380 0.0 -0.3 -0.5 -0.1614
C 1.756618 -3.051222 -4.548815 -0.6 -0.2 0.1 -0.1880
C 0.506274 -3.192161 -5.439980 0.7 -0.3 0.1 -0.1996
C -0.471295 -4.172352 -4.788913 -0.1 0.7 -0.7 -0.2067
C -1.819713 -4.309607 -5.516982 -0.4 -1.0 0.8 -0.2070
C -2.966498 -3.684939 -4.714455 0.6 0.8 -0.3 -0.2004
C -2.698820 -2.171635 -4.461758 -1.0 -0.9 -0.6 -0.1962
C -3.956605 -1.282109 -4.627532 1.4 0.7 0.8 -0.1860
C -3.928180 -0.126308 -3.577936 -1.0 -0.6 -0.7 -0.2037
C -5.005178 -0.384339 -2.500921 1.2 0.6 -0.2 -0.1619
C -4.654533 0.292608 -1.162440 -0.9 -0.8 -0.6 -0.2255
O -5.074526 -0.530899 -0.076895 0.3 0.4 0.1 -0.2044
C -3.969961 -1.209928 0.493068 -0.3 0.1 -0.2 -0.1121
C 4.056000 -0.675200 -4.612365 0.7 -0.2 0.9 -0.0208
C 4.663302 -1.275866 -3.347486 -1.4 0.4 -0.2 -0.3086
O 4.293449 -1.113708 -2.204766 0.5 -0.5 -0.9 0.1344
H 8.956453 -5.125520 -1.323030 -0.1 -0.1 0.1 0.0635
H 8.660309 -5.855023 -2.895012 0.0 -0.1 -0.2 0.0667
H 10.294859 -5.387639 -2.404446 0.1 -0.1 0.0 0.0641
H 9.826401 -3.537661 -3.702055 0.2 0.3 0.1 0.1006
H 9.133199 -2.930344 -2.185989 0.3 0.1 0.1 0.1027
H 7.223045 -4.514267 -3.779792 0.0 -0.2 -0.1 0.1011
H 7.859407 -3.193382 -4.705795 0.0 0.2 0.0 0.0993
H 7.285379 -1.937264 -2.351318 -0.2 0.3 0.1 0.1479
H 5.204846 -4.187966 -2.502607 -0.1 0.0 0.0 0.0934
H 6.648641 -4.221153 -1.482785 0.1 -0.2 0.0 0.0758
H 5.463709 -2.989335 -1.178874 -0.4 -0.1 0.0 0.0736
H 0.441986 -0.032615 -6.130691 -0.1 0.0 0.2 0.0955
H 1.019072 0.620527 -7.619000 -0.1 -0.2 -0.2 0.0983
H 0.455314 2.655982 -6.981453 -0.1 0.0 -0.1 0.1148
H 1.868620 2.615446 -6.003334 0.1 0.1 0.2 0.1079
H -0.479531 1.454774 -4.533011 0.2 -0.2 0.3 0.1142
H -0.818555 3.010906 -5.224325 -0.3 0.0 0.1 0.1236
H 0.723517 -0.227358 -4.251888 0.0 0.2 -0.2 0.0785
H 1.926937 0.057511 -3.030004 0.0 0.2 0.1 0.1223
H 2.246315 -2.239539 -2.628775 0.2 0.3 0.1 0.0959
H 0.568337 -2.129508 -3.061444 -0.1 0.0 0.2 0.1051
H 2.657742 -2.929849 -5.147366 0.1 0.3 0.0 0.1071
H 1.865744 -4.012666 -4.044906 0.2 -0.1 0.0 0.1075
H 0.827527 -3.580072 -6.406197 -0.2 -0.1 -0.2 0.1142
H 0.050576 -2.221000 -5.631831 -0.1 0.1 0.0 0.0829
H 0.044335 -5.127241 -4.731834 0.0 -0.2 0.1 0.1102
H -0.652272 -3.830216 -3.771127 0.0 -0.1 0.2 0.1009
H -2.040600 -5.377931 -5.575430 0.0 -0.1 -0.2 0.1020
H -1.799945 -3.954359 -6.545505 0.1 0.3 0.0 0.1126
H -3.039709 -4.190253 -3.751672 -0.1 -0.1 0.0 0.1097
H -3.915155 -3.816902 -5.232198 -0.1 0.0 -0.1 0.1023
H -2.252538 -2.066284 -3.476205 0.1 0.2 0.1 0.0995
H -1.990134 -1.857294 -5.222772 0.3 0.2 0.2 0.0897
H -4.856833 -1.877994 -4.528395 -0.2 0.0 -0.1 0.0979
H -3.890439 -0.827537 -5.612765 -0.4 -0.2 -0.3 0.1021
H -2.937978 -0.062412 -3.134735 0.1 0.0 0.1 0.0880
H -4.118177 0.802673 -4.113509 0.0 0.3 0.2 0.1029
H -5.052339 -1.460511 -2.353340 -0.2 -0.1 0.2 0.1112
H -5.947399 -0.030474 -2.908536 -0.3 -0.2 0.2 0.1134
H -3.576305 0.436431 -1.137950 0.1 0.3 0.2 0.1056
H -5.181305 1.241585 -1.106106 0.1 0.2 0.3 0.1199
H -4.358680 -1.827281 1.295253 0.1 -0.1 0.1 0.0892
H -3.466248 -1.842663 -0.244220 0.0 -0.1 0.0 0.0843
H -3.239496 -0.494602 0.876194 0.1 0.0 0.2 0.0824
C -4.481847 1.808942 2.760634 0.2 0.0 -0.1 -0.1027
O -3.162934 2.290163 2.921322 -0.2 0.1 0.3 -0.2002
C -2.960573 3.581215 2.370774 0.1 -0.2 0.0 -0.1985
C -2.039434 4.416859 3.234014 0.1 0.1 0.0 -0.1814
O -2.610204 4.864285 4.454971 0.0 0.0 0.0 -0.1202
C -2.826271 3.915152 5.488565 -0.1 0.0 0.1 -0.1784
C -1.568360 3.389688 6.147709 0.0 -0.2 -0.1 -0.1973
O -0.881014 2.482834 5.301553 0.1 0.2 -0.2 -0.1973
C 0.522297 2.559599 5.419535 -0.1 -0.1 0.0 -0.1122
H -4.660363 1.520165 1.719251 -0.2 0.0 0.0 0.0749
H -4.597095 0.931843 3.396167 0.1 0.0 0.0 0.0921
H -5.218781 2.557246 3.072115 0.0 0.0 -0.1 0.0898
H -3.913890 4.107525 2.251412 0.0 0.0 0.0 0.1249
H -2.501239 3.459856 1.380517 0.0 0.2 -0.1 0.1264
H -1.817376 5.330105 2.676096 -0.1 0.0 0.0 0.1281
H -1.086860 3.912752 3.401709 -0.1 -0.2 0.0 0.1175
H -3.461699 3.096045 5.148752 0.1 -0.1 -0.1 0.1184
H -3.388433 4.456285 6.254030 0.0 0.1 0.0 0.1287
H -1.846056 2.852800 7.062838 -0.1 0.2 0.1 0.0963
H -0.927220 4.235763 6.420258 0.0 0.0 0.0 0.1288
H 0.872223 3.593650 5.325687 0.0 0.0 0.1 0.0879
H 0.955724 1.979497 4.606167 0.0 -0.1 0.0 0.0886
H 0.861574 2.140010 6.373398 0.1 0.1 0.0 0.0863
C -2.365560 0.622475 8.796848 0.2 0.0 0.2 -0.1100
O -2.222273 1.043979 10.135890 -0.4 0.0 0.0 -0.1933
C -2.381430 2.442422 10.308643 0.2 -0.2 0.1 -0.2007
C -3.113299 2.766108 11.593817 0.0 0.1 0.1 -0.1816
O -4.499851 2.460862 11.583504 0.0 0.0 0.0 -0.1215
C -4.894113 1.097064 11.626830 -0.1 0.0 -0.1 -0.1821
C -4.645007 0.401706 12.948629 0.1 -0.2 -0.1 -0.2018
O -3.267353 0.128147 13.141513 0.1 0.3 0.0 -0.1987
C -2.856655 0.236187 14.485804 0.0 -0.1 -0.1 -0.1153
H -1.489019 0.911636 8.206824 -0.1 0.0 -0.1 0.0793
H -2.451068 -0.463113 8.796954 0.1 0.0 0.0 0.0904
H -3.272863 1.038163 8.343811 0.0 0.0 -0.1 0.0894
H -2.929462 2.879620 9.466128 0.0 0.0 0.0 0.1177
H -1.381586 2.894977 10.348482 -0.1 0.2 0.0 0.1289
H -3.065324 3.850095 11.725872 -0.1 0.0 0.0 0.1281
H -2.614869 2.322741 12.456823 0.1 -0.2 -0.1 0.1178
H -4.463054 0.532223 10.799231 0.2 -0.1 0.1 0.1172
H -5.975564 1.113326 11.471133 0.0 0.1 0.0 0.1276
H -5.185216 -0.554301 12.950258 -0.2 0.1 0.0 0.1275
H -5.036157 1.025960 13.759894 0.0 0.0 0.0 0.1249
H -3.176724 1.188491 14.923411 -0.1 0.0 0.0 0.0868
H -1.768270 0.203309 14.503561 0.0 -0.1 0.0 0.0879
H -3.245504 -0.594825 15.084799 0.0 0.1 0.1 0.0879
```
Forces are in eV/Å.

Record 2
Here is a structure of composition C7H15F2O3Y at a distorted geometry from the OMol25 dataset. Energies are from ωB97M-V/def2-TZVPD.

The LUMO energy comes out at -7.835 eV. Its energy above the lowest of the compared OMol25 structures with the same formula, charge and spin is 0.00 kcal per mole. The total charge is +2.

```
28
Properties=species:S:1:pos:R:3:forces:R:3:lowdin_charge:R:1
Y -0.807328 -0.898012 -0.763193 -1.1 0.1 0.3 1.8472
C -0.430938 -1.847152 2.384904 0.0 0.0 0.1 0.0085
O -0.508092 -0.731755 1.453036 0.3 0.1 0.2 -0.3588
C -0.187518 0.560997 2.030727 0.0 0.0 0.0 -0.1064
C -0.743744 1.601345 1.082679 0.1 0.0 0.1 -0.0868
O -0.350290 1.253616 -0.276383 0.2 0.2 0.1 -0.2799
C 0.861254 1.821145 -0.837063 0.1 0.0 0.0 -0.0877
C 1.900506 0.726200 -0.920812 0.0 -0.1 -0.1 -0.1052
O 1.275801 -0.431348 -1.577887 0.0 0.2 -0.2 -0.3522
C 1.981580 -0.896889 -2.771235 0.1 -0.1 0.0 0.0077
H -1.061625 -1.644251 3.247626 0.0 0.0 0.0 0.1196
H 0.602866 -1.997891 2.690610 0.0 0.0 0.0 0.1151
H -0.810921 -2.729927 1.872042 0.0 0.0 0.0 0.1036
H 0.894698 0.630945 2.155330 0.0 0.0 0.0 0.1448
H -0.664689 0.642167 3.007952 0.0 0.0 0.0 0.1575
H -0.391741 2.602903 1.321814 0.0 0.0 0.0 0.1559
H -1.831818 1.594060 1.087349 0.0 0.0 0.0 0.1434
H 1.196444 2.660636 -0.229672 0.1 0.0 0.0 0.1565
H 0.598613 2.188475 -1.828829 0.0 0.0 0.0 0.1543
H 2.237142 0.393370 0.060564 0.0 0.0 0.0 0.1400
H 2.763394 1.038296 -1.506412 0.0 0.0 0.0 0.1521
H 3.006380 -1.144422 -2.505017 0.0 0.0 0.0 0.1166
H 1.952335 -0.125305 -3.537718 0.0 0.0 0.0 0.1167
H 1.474312 -1.793579 -3.122461 0.0 0.0 0.0 0.1041
F -2.935470 -1.482717 0.429961 0.1 -0.1 -0.2 -0.1045
C -3.080820 -1.086896 -0.931017 0.2 -0.4 -0.2 -0.2416
F -2.826938 0.334967 -0.793093 0.0 0.0 -0.1 -0.1277
H -4.113401 -1.238979 -1.223815 0.0 0.1 0.0 0.1070
```
Forces are in eV/Å.

no.,orbital gap (eV)
1,8.7
2,8.9